Entry from the Open Molecules 2025 dataset: a structure of composition C29H40MoO2S5Se (wB97M-V/def2-TZVPD).

Geometry as ORCA input:
```
! RIJCOSX wB97M-V def2-TZVPD def2/J DEFGRID3
* xyz 1 2
Mo -2.408 -1.366 -1.743
Se 0.245 -0.856 -2.251
S -2.724 -3.753 -2.711
S -5.769 -2.578 -2.262
S -3.544 -1.124 -5.145
S -4.661 -4.123 -2.980
S -4.588 -1.569 -0.914
O -2.336 0.467 -1.659
O -1.532 -2.407 -0.454
C 1.958 4.111 -1.032
C 4.707 -1.437 0.828
C 3.744 -2.296 1.650
C -1.645 2.717 -1.208
C 1.020 1.839 -1.563
C -0.546 3.566 -1.053
C -3.882 2.931 -2.317
C 0.776 3.165 -1.213
C -2.196 -2.940 2.451
C 2.336 -2.304 1.060
C 1.514 5.527 -0.670
C -0.032 0.960 -1.706
C -3.148 4.700 -0.743
C -3.740 2.471 0.157
C -1.634 -4.980 1.082
C 0.007 -3.094 1.254
C 2.850 3.577 0.101
C 2.018 -1.650 -0.119
C 4.281 -3.734 1.682
C -3.055 -1.238 -3.709
C -1.350 1.389 -1.533
C 0.716 -1.691 -0.596
C -1.069 -3.883 1.999
C -0.283 -2.403 0.064
C 1.320 -3.010 1.707
C 3.698 -1.734 3.077
C -3.085 3.198 -1.029
C -0.508 -4.565 3.249
C 2.760 4.174 -2.340
H 3.705 4.239 0.245
H -4.894 3.322 -2.205
H 3.604 4.855 -2.226
H 4.327 -4.153 0.676
H 3.654 -4.384 2.293
H 4.702 -1.712 3.500
H 4.819 -1.815 -0.190
H 3.304 -0.716 3.082
H 3.158 3.199 -2.622
H 3.076 -2.342 3.734
H -2.722 5.286 -1.558
H 1.575 -3.527 2.618
H -3.175 2.642 1.075
H -2.378 -5.561 1.628
H -0.736 4.596 -0.796
H 3.235 2.581 -0.124
H -0.117 -3.842 3.965
H 0.892 5.967 -1.452
H -2.709 -2.485 1.605
H 4.381 -0.396 0.784
H 2.768 -1.108 -0.676
H -3.419 3.433 -3.167
H -3.956 1.867 -2.537
H -2.111 -4.564 0.196
H 0.278 -5.280 3.003
H -0.843 -5.660 0.763
H 5.286 -3.747 2.104
H -3.813 1.398 -0.013
H 2.297 3.523 1.040
H 5.693 -1.452 1.293
H -4.191 4.995 -0.634
H 2.031 1.489 -1.724
H 2.138 4.536 -3.160
H -4.750 2.853 0.308
H -1.310 -5.115 3.742
H -2.636 4.961 0.184
H -2.934 -3.500 3.027
H -1.803 -2.146 3.088
H 0.964 5.552 0.272
H 2.394 6.158 -0.554
*
```

Properties
- LUMO level (spin up / spin down) (eV) = -4.76 / -5.60
- HOMO level (spin up / spin down) (eV) = -11.1 / -11.2
- DFT total energy (Eh) = -5739.9096
- orbital gap (spin up / spin down) (eV) = 6.38 / 5.58

***

Entry from the Open Molecules 2025 dataset: a cluster of 2 separate species, C29H40NO4Si2 in total at a distorted geometry (wB97M-V/def2-TZVPD).

Geometry as ORCA input:
```
! RIJCOSX wB97M-V def2-TZVPD def2/J DEFGRID3
* xyz 1 1
Si -0.077 3.309 -2.113
Si 4.176 3.307 -2.045
O 2.755 2.483 -2.600
O 1.192 -2.633 7.550
O -2.690 -2.155 -2.044
O 1.114 2.672 -1.036
N 2.186 1.895 -1.414
C -0.652 -0.344 5.451
C 1.852 -3.916 7.475
C -0.899 -1.109 4.266
C 0.945 0.011 -0.816
C -4.871 -2.887 -2.687
C 0.164 -3.026 5.363
C -3.021 -0.647 -0.208
C -0.549 -2.494 4.304
C -5.585 -5.136 -2.141
C 4.970 2.071 -0.896
C 1.712 0.598 -1.776
C -2.384 -1.781 -0.735
C -1.759 -0.941 1.871
C 2.094 0.085 -3.112
C -1.449 -2.502 0.013
C -1.495 -0.450 3.174
C 3.544 4.859 -1.227
C -3.606 -3.206 -2.188
C -1.092 -2.045 1.271
C -0.022 -0.881 6.540
C -5.874 -3.853 -2.617
C -3.286 -4.484 -1.728
C 5.255 3.654 -3.519
C -2.722 -0.248 1.076
C 0.456 -2.216 6.490
C -4.295 -5.448 -1.706
C -1.223 1.930 -2.639
C 0.641 4.134 -3.626
C -0.808 4.520 -0.915
H 0.501 -4.066 5.341
H 2.070 -1.012 -3.111
H 1.140 3.420 -4.293
H 5.494 1.275 -1.442
H -1.847 0.562 3.374
H -6.369 -5.897 -2.112
H -6.883 -3.592 -2.940
H -1.490 1.261 -1.812
H 2.780 4.641 -0.467
H 0.732 0.556 0.096
H -0.265 -2.530 1.787
H -0.196 4.591 -4.180
H -0.972 0.696 5.472
H -4.056 -6.446 -1.335
H 2.382 -3.983 8.424
H 5.699 2.572 -0.245
H 3.106 5.552 -1.959
H -0.843 -3.161 3.499
H 1.349 4.933 -3.370
H 6.166 4.170 -3.170
H -0.798 1.322 -3.451
H -0.986 -3.388 -0.420
H 3.114 0.401 -3.366
H 5.548 2.720 -4.020
H 0.164 -0.312 7.449
H 0.677 -1.031 -0.911
H -2.278 -4.692 -1.373
H -3.235 0.616 1.505
H 4.394 5.364 -0.741
H -0.078 5.311 -0.691
H -2.153 2.383 -3.018
H 4.191 1.600 -0.273
H 2.563 -3.952 6.635
H 4.737 4.296 -4.244
H 1.123 -4.736 7.386
H -5.057 -1.877 -3.053
H -1.063 4.013 0.026
H 1.406 0.432 -3.904
H -1.714 4.987 -1.327
H -3.751 -0.120 -0.825
*
```

Properties
- LUMO level (eV) = -5.34
- HOMO level (eV) = -10.2
- DFT total energy (Eh) = -2063.4733
- orbital gap (eV) = 4.81

***

Entry from the Open Molecules 2025 dataset: a structure of composition C29H41BGaN3O3 at a distorted geometry (wB97M-V/def2-TZVPD).

Geometry as ORCA input:
```
! RIJCOSX wB97M-V def2-TZVPD def2/J DEFGRID3
* xyz 0 1
Ga 0.227 -1.372 1.131
O -3.543 -0.565 -0.465
O -1.703 0.746 0.388
O -2.215 -1.484 1.186
N 0.239 2.013 1.008
N 0.456 -3.201 -1.016
N 1.240 -0.434 -1.125
C -3.393 -3.647 1.323
C 3.853 3.067 1.516
C 3.426 1.015 2.835
C -1.239 3.561 -2.006
C 3.302 1.848 4.107
C -0.326 4.369 0.480
C 2.579 -2.335 -1.954
C 2.488 2.931 0.843
C -0.614 0.849 1.413
C -1.720 3.076 -3.345
C -3.983 -1.815 -0.162
C 3.717 3.912 2.781
C -0.721 2.642 -1.111
C 1.911 -3.324 -1.000
C -1.356 1.194 2.731
C -0.793 5.315 -0.421
C -5.250 -3.814 -0.216
C 4.396 1.686 1.872
C -0.764 6.782 -0.083
C 1.370 3.075 3.078
C -0.275 3.006 0.166
C 1.471 2.243 1.774
C 2.748 3.220 3.737
C -3.182 -2.373 0.842
C 2.057 0.884 2.184
C -5.022 -2.535 -0.712
C -4.459 -4.358 0.783
C -1.265 4.905 -1.662
C 2.579 -0.884 -1.476
B -2.441 -0.327 0.368
H -6.060 -4.397 -0.626
H 0.109 -3.306 -1.966
H 1.231 0.546 -0.850
H 0.626 -0.521 -1.928
H 0.691 2.586 3.775
H -0.012 4.715 1.451
H 2.642 3.823 4.647
H -1.537 2.264 2.839
H 0.181 7.213 -0.423
H -2.401 2.237 -3.213
H 4.503 1.085 0.966
H -0.688 1.604 -1.403
H -2.313 0.679 2.736
H -1.652 5.632 -2.365
H -0.850 6.955 0.989
H 5.381 1.767 2.335
H 3.617 -2.640 -2.090
H -1.570 7.312 -0.587
H 4.545 3.555 0.820
H -4.660 -5.354 1.148
H 1.377 0.394 2.886
H 0.981 4.073 2.881
H 2.133 3.923 0.559
H -0.873 2.738 -3.942
H 2.142 0.253 1.296
H 2.087 -2.391 -2.928
H -2.234 3.860 -3.894
H 4.693 4.036 3.258
H -0.790 0.830 3.590
H -5.638 -2.116 -1.487
H 2.227 -3.114 0.030
H 3.205 -0.800 -0.584
H -2.757 -4.069 2.086
H 2.630 1.354 4.813
H 3.347 4.906 2.523
H 2.583 2.343 -0.074
H 0.051 -3.949 -0.459
H 3.788 0.013 3.087
H 3.037 -0.270 -2.268
H 4.279 1.942 4.588
H 2.246 -4.338 -1.273
*
```

Properties
- LUMO level (eV) = 0.57
- HOMO level (eV) = -6.2
- DFT total energy (Eh) = -3469.3883
- orbital gap (eV) = 6.81